{
  "formula": "C31H85CaFN2O21",
  "method": "ωB97M-V/def2-TZVPD",
  "charge": 0,
  "mol_weight_g_mol": 881.1,
  "e_tot_ev": -100658.4749,
  "elements": ["Ca", "F", "O", "O", "O", "O", "O", "O", "O", "O", "O", "O", "O", "O", "O", "O", "O", "O", "O", "O", "O", "O", "O", "N", "N", "C", "C", "C", "C", "C", "C", "C", "C", "C", "C", "C", "C", "C", "C", "C", "C", "C", "C", "C", "C", "C", "C", "C", "C", "C", "C", "C", "C", "C", "C", "C", "H", "H", "H", "H", "H", "H", "H", "H", "H", "H", "H", "H", "H", "H", "H", "H", "H", "H", "H", "H", "H", "H", "H", "H", "H", "H", "H", "H", "H", "H", "H", "H", "H", "H", "H", "H", "H", "H", "H", "H", "H", "H", "H", "H", "H", "H", "H", "H", "H", "H", "H", "H", "H", "H", "H", "H", "H", "H", "H", "H", "H", "H", "H", "H", "H", "H", "H", "H", "H", "H", "H", "H", "H", "H", "H", "H", "H", "H", "H", "H", "H", "H", "H", "H", "H"],
  "xyz": [[1.925, -0.333, -1.837], [0.162, -0.395, -0.395], [-3.809, 1.818, -2.211], [-0.209, -5.050, 0.156], [1.166, -2.173, 1.876], [2.320, -4.979, 1.851], [3.348, 0.965, 0.073], [-1.907, 1.851, 4.763], [1.382, 0.776, 2.425], [1.352, 5.986, 1.356], [4.321, -2.985, 2.718], [3.686, -0.127, -3.123], [-4.180, -2.743, -3.097], [1.408, 3.790, 3.050], [2.988, -2.204, -0.408], [0.017, 0.587, -3.326], [-2.229, 0.428, -0.315], [1.760, -6.979, -0.212], [-3.270, 4.493, 0.790], [-6.160, -0.636, -3.626], [-1.269, -2.704, -0.971], [1.036, -2.464, -2.564], [-4.424, 0.580, 2.579], [-3.878, 3.340, 3.451], [1.715, 2.242, -1.747], [1.405, -1.557, 3.151], [-4.245, 0.919, -3.157], [-3.437, 4.771, -0.547], [-1.439, 0.539, 4.924], [4.747, -0.030, -4.009], [3.204, 2.371, 0.098], [4.694, 0.603, 0.273], [-2.646, 0.920, 0.999], [2.156, -3.265, -2.430], [4.498, -4.386, 2.905], [-2.660, -2.549, -1.280], [-2.848, -2.995, -2.730], [-0.250, -5.943, -0.967], [0.526, 2.814, -2.377], [2.567, -3.467, -0.946], [-4.375, 4.634, 2.882], [-3.617, 3.432, 4.901], [-3.990, 0.242, 1.256], [5.803, 0.911, -3.316], [0.390, -7.172, -0.507], [5.316, -1.339, -4.481], [2.129, -0.262, 3.031], [1.822, 2.730, -0.387], [0.201, 4.587, 2.954], [-4.539, 4.546, 1.431], [0.154, 5.288, 1.623], [-0.338, -0.194, -4.502], [3.758, -5.161, 1.803], [-5.536, 0.273, -2.757], [-3.172, 2.048, 5.356], [0.260, 1.981, -3.632], [-2.406, 4.702, -0.894], [-2.740, 1.995, 0.857], [1.535, 3.818, -0.445], [-3.353, -3.058, -0.612], [-0.410, 0.608, 4.631], [5.522, -4.699, 2.819], [-4.751, 0.511, 0.502], [1.866, -6.336, 0.497], [-1.258, -6.175, -1.323], [-5.204, -0.294, -1.868], [-3.115, 1.994, 6.472], [4.033, -6.182, 1.794], [2.968, -2.729, -2.922], [-3.271, 1.291, -1.581], [5.030, -2.427, 3.066], [-1.903, 0.733, 1.814], [-6.330, 0.937, -2.493], [-5.123, 3.642, 1.165], [0.361, -7.925, -1.256], [-2.506, -3.997, -2.889], [-0.619, 3.877, 3.000], [2.136, -4.300, -2.879], [-3.485, 0.149, -3.287], [-0.448, -4.148, -0.078], [2.123, -4.008, 1.715], [2.042, -2.243, 3.770], [-4.700, -3.544, -3.080], [3.927, 2.838, -0.556], [5.041, 0.831, 1.303], [3.043, -0.445, 2.414], [2.640, -2.071, 0.465], [5.251, 1.098, -0.541], [6.106, -1.121, -5.221], [0.059, 4.597, 0.756], [-0.665, 2.427, -3.983], [-3.850, 1.215, 4.980], [1.979, 5.303, 1.606], [5.733, -1.924, -3.647], [-5.380, 4.649, 3.334], [-1.961, -0.207, 4.309], [0.763, 3.844, -2.745], [-4.504, 1.556, 2.594], [0.419, 0.073, -5.284], [-1.339, -0.020, -4.905], [1.885, -3.928, -0.319], [0.558, -1.618, 1.380], [1.377, 0.609, 1.455], [-3.964, 3.980, -1.123], [-2.994, 3.215, 2.980], [-4.529, 3.742, 5.459], [3.405, 2.648, 1.113], [-0.667, 5.975, 1.573], [-0.902, -1.873, -0.556], [0.477, -1.391, 3.750], [4.393, 0.395, -4.956], [-1.594, 0.223, 5.948], [4.148, -4.751, 0.832], [-5.130, 5.414, 1.055], [0.232, -2.680, -2.041], [1.027, 2.207, 0.128], [2.509, 2.621, -2.177], [2.491, 0.043, 4.018], [3.446, -4.110, -0.944], [-2.884, -1.467, -1.227], [-3.755, 5.498, 3.170], [-4.302, 1.479, -4.073], [0.160, 5.307, 3.773], [5.237, 1.817, -3.126], [1.095, 2.077, -4.370], [-2.810, 4.128, 5.104], [0.327, -5.496, -1.849], [-0.238, -1.233, -4.228], [-3.929, -0.857, 1.265], [4.100, -4.620, 3.906], [4.684, -0.478, 0.092], [-0.085, -7.614, 0.381], [-1.241, 0.223, -0.258], [4.508, -1.902, -4.982], [6.584, 1.069, -4.048], [-2.323, -2.315, -3.405], [-0.379, 2.784, -1.800], [-5.535, -1.345, -3.796], [1.237, 2.845, 2.963], [-3.863, 5.729, -0.850], [6.198, 0.444, -2.410]]
}

{
  "formula": "C31H85N7O8",
  "method": "ωB97M-V/def2-TZVPD",
  "charge": 0,
  "mol_weight_g_mol": 684.1,
  "e_tot_ev": -60330.3008,
  "relative_energy_kcal_mol": 34.94,
  "smiles": "COC[C@H](C)N.COC[C@H](C)N.COC[C@H](C)N.COC[C@H](C)N.COC[C@H](C)N.COC[C@H](C)N.COC[C@H](C)N.CC(C)O",
  "elements": ["O", "O", "O", "O", "O", "O", "O", "O", "N", "N", "N", "N", "N", "N", "N", "C", "C", "C", "C", "C", "C", "C", "C", "C", "C", "C", "C", "C", "C", "C", "C", "C", "C", "C", "C", "C", "C", "C", "C", "C", "C", "C", "C", "C", "C", "C", "H", "H", "H", "H", "H", "H", "H", "H", "H", "H", "H", "H", "H", "H", "H", "H", "H", "H", "H", "H", "H", "H", "H", "H", "H", "H", "H", "H", "H", "H", "H", "H", "H", "H", "H", "H", "H", "H", "H", "H", "H", "H", "H", "H", "H", "H", "H", "H", "H", "H", "H", "H", "H", "H", "H", "H", "H", "H", "H", "H", "H", "H", "H", "H", "H", "H", "H", "H", "H", "H", "H", "H", "H", "H", "H", "H", "H", "H", "H", "H", "H", "H", "H", "H", "H"],
  "xyz": [[2.914, -0.661, 0.345], [-1.433, 3.286, 0.170], [2.997, 1.456, 4.280], [-5.875, 0.057, 5.260], [-4.048, -0.597, -1.192], [1.817, -1.793, -4.621], [5.108, -4.662, 1.101], [2.238, 2.812, -2.633], [2.544, 3.958, 1.663], [-0.365, 0.308, 1.432], [-2.644, 0.796, 3.702], [4.914, -2.964, 3.420], [0.358, 1.238, -4.085], [-3.379, 2.909, -2.345], [-2.965, -0.570, -3.855], [3.982, -4.109, 3.163], [-6.563, -1.095, 4.783], [3.835, -4.335, 1.610], [-0.270, -2.571, -3.574], [-4.717, -2.048, -4.592], [-1.932, 3.376, -2.242], [-4.345, -1.588, -2.162], [1.265, -2.879, -3.838], [-1.142, 2.783, -1.112], [2.613, 3.469, 2.991], [1.932, 1.249, -5.960], [3.934, -0.225, -0.487], [0.731, -0.697, 1.133], [2.250, 2.768, -4.003], [2.710, -3.673, 3.828], [5.156, -4.999, -0.234], [3.047, 0.039, 4.195], [1.778, 1.399, -4.450], [-4.131, -1.059, 0.138], [3.028, 3.962, -2.208], [-3.532, 0.162, 4.646], [2.913, 1.979, 2.987], [-1.840, 4.890, -2.175], [-3.155, 0.449, 6.062], [-4.313, -0.969, -3.564], [-4.960, 0.584, 4.323], [0.165, -2.029, 0.716], [-2.595, 2.724, 0.794], [1.440, -4.144, -4.657], [1.465, 3.829, 3.940], [1.674, -0.138, 0.032], [3.750, -0.581, -1.495], [-5.019, 1.711, 4.451], [3.884, -0.410, 3.610], [-5.950, -1.993, 4.865], [-2.870, 0.682, 2.717], [-0.319, -2.529, 1.582], [-0.793, -2.375, -4.511], [-2.901, 1.855, 0.267], [2.374, 0.646, -4.007], [2.135, -2.914, 3.297], [0.831, -5.002, -4.326], [3.146, -5.132, 1.530], [2.903, -3.307, 4.825], [1.364, -0.460, -0.964], [0.506, 3.419, 3.629], [1.805, 3.552, 1.130], [-0.091, 1.260, 1.571], [4.847, -0.676, -0.057], [-5.420, -1.777, -1.929], [4.042, 0.854, -0.430], [-2.263, 5.414, -3.019], [-2.140, 0.202, 6.276], [-5.778, -2.353, -4.413], [-2.466, 1.756, 3.976], [1.469, 3.512, -4.266], [-1.413, 3.124, -3.185], [-4.065, -2.879, -4.677], [2.829, 4.149, -1.199], [2.084, 1.485, 2.458], [-2.578, 0.151, -3.287], [-0.452, -1.701, -2.896], [1.053, -3.840, -5.640], [-5.076, -0.175, -3.532], [4.768, -4.190, -0.848], [2.732, -2.017, -4.675], [2.358, 4.960, 1.542], [-2.364, 2.520, 1.871], [3.189, 2.902, -4.474], [4.328, -5.036, 3.599], [1.758, 3.497, 4.971], [-0.820, -3.443, -3.194], [4.086, 3.909, -2.394], [0.855, -2.761, 0.434], [1.485, -0.886, 1.960], [3.520, 3.937, 3.402], [-5.213, 0.374, 3.262], [3.384, -3.432, 1.174], [2.432, -4.470, -4.808], [-3.686, -2.439, -2.019], [5.040, -2.836, 4.435], [-4.690, -1.595, -5.599], [6.204, -5.151, -0.554], [-3.059, 1.540, 6.300], [-0.138, 3.048, -1.315], [-1.247, 1.662, -1.065], [5.794, -3.194, 3.032], [-0.014, 0.309, -4.079], [1.346, 4.887, 3.832], [3.254, -0.350, 5.180], [-3.743, -0.038, 6.895], [-3.834, -2.117, 0.117], [3.824, 1.688, 2.317], [-6.758, -0.985, 3.701], [-5.185, -0.967, 0.584], [1.665, 0.982, 0.163], [1.964, 2.217, -6.469], [2.038, -4.507, 3.832], [0.183, 1.715, -3.205], [-3.376, -0.939, 4.488], [-7.492, -1.176, 5.396], [2.864, 0.719, -6.288], [-3.381, 1.932, -1.951], [1.034, 0.805, -6.360], [4.714, -6.027, -0.477], [-0.617, -1.962, -0.042], [-3.448, 3.451, 0.708], [-3.557, -0.447, 0.817], [-0.849, 0.095, 2.351], [-2.877, -0.250, -4.795], [-0.786, 5.200, -2.077], [-2.276, 5.211, -1.218], [-3.942, 3.509, -1.752], [2.741, 4.828, -2.787], [1.739, -2.781, -2.855], [2.019, -0.245, 3.865]]
}

{
  "formula": "C31H86N12O11",
  "method": "ωB97M-V/def2-TZVPD",
  "charge": 0,
  "mol_weight_g_mol": 803.1,
  "e_tot_ev": -73943.1330,
  "relative_energy_kcal_mol": 0.00,
  "smiles": "COC[C@H](C)N.COC[C@H](C)N.COC[C@H](C)N.COC[C@H](C)N.COCCNCCOC.COCCNCCOC.NC(N)=O.NC(N)=O.NC(N)=O",
  "elements": ["O", "O", "O", "O", "O", "O", "O", "O", "O", "O", "O", "N", "N", "N", "N", "N", "N", "N", "N", "N", "N", "N", "N", "C", "C", "C", "C", "C", "C", "C", "C", "C", "C", "C", "C", "C", "C", "C", "C", "C", "C", "C", "C", "C", "C", "C", "C", "C", "C", "C", "C", "C", "C", "C", "H", "H", "H", "H", "H", "H", "H", "H", "H", "H", "H", "H", "H", "H", "H", "H", "H", "H", "H", "H", "H", "H", "H", "H", "H", "H", "H", "H", "H", "H", "H", "H", "H", "H", "H", "H", "H", "H", "H", "H", "H", "H", "H", "H", "H", "H", "H", "H", "H", "H", "H", "H", "H", "H", "H", "H", "H", "H", "H", "H", "H", "H", "H", "H", "H", "H", "H", "H", "H", "H", "H", "H", "H", "H", "H", "H", "H", "H", "H", "H", "H", "H", "H", "H", "H", "H"],
  "xyz": [[-0.406, 2.612, 3.740], [5.221, 0.083, 1.263], [4.437, 3.294, -2.153], [-3.521, -1.604, 1.190], [5.020, -1.378, -3.062], [-1.762, 2.873, 0.153], [-7.035, 1.695, 1.808], [-0.101, -5.279, -1.154], [-4.216, -3.171, -1.331], [0.897, 0.365, -0.237], [-4.911, 4.979, -2.498], [-6.256, -1.297, -1.153], [-1.672, 4.443, -1.482], [-1.395, 0.059, 3.932], [-1.021, -0.245, 0.824], [6.465, 1.115, -2.235], [0.355, -1.867, -0.131], [-5.598, 1.913, -0.538], [-4.539, -3.467, 1.963], [-0.177, 2.656, -1.472], [7.914, 0.814, 1.217], [-3.747, -1.835, 3.446], [1.445, -5.546, 1.032], [6.349, -1.038, -3.439], [0.464, 1.649, 4.281], [5.551, 1.441, 1.449], [0.644, -6.460, -1.102], [6.685, 2.543, -2.317], [-1.265, 3.253, -0.897], [5.576, 3.336, -2.986], [-0.431, 0.577, 4.916], [-6.125, -0.892, -3.645], [-4.926, 1.335, 0.637], [7.395, 2.990, 2.229], [3.203, 3.287, -2.844], [1.819, -6.385, -0.131], [0.161, 3.437, 2.757], [-4.778, 2.859, -1.275], [-5.624, 4.036, -1.730], [0.143, -0.545, 0.145], [6.548, 0.447, -3.515], [-3.828, -2.309, 2.155], [-5.981, 0.796, 1.588], [-2.880, -3.263, -0.884], [-4.363, -2.235, -2.382], [3.896, -0.090, 0.793], [-5.800, -1.793, -2.466], [-4.338, 6.031, -1.750], [-7.108, 2.157, 3.141], [2.188, -7.806, 0.329], [0.415, -0.603, 5.433], [0.545, -4.276, -1.890], [4.945, -2.443, -2.144], [6.945, 1.533, 2.061], [-8.044, 2.687, 3.292], [1.087, -2.159, -0.755], [-1.333, 4.812, -2.347], [0.941, -6.892, -2.064], [0.682, -4.456, -2.959], [1.192, 1.975, 5.037], [-3.905, -2.504, 4.180], [-2.268, -3.525, -1.758], [-5.451, 0.482, 2.497], [-3.506, 6.440, -2.320], [-4.285, 2.072, 1.133], [0.490, -5.778, 1.294], [1.463, -3.958, -1.377], [3.777, 0.241, -0.243], [-1.884, -0.727, 0.578], [-0.003, -7.212, -0.631], [-5.433, -1.077, -4.464], [-6.393, 3.675, -2.421], [7.573, 0.564, -3.884], [-0.137, -1.299, 6.060], [-0.883, 0.916, 5.851], [-6.146, 4.491, -0.878], [6.966, 3.396, 3.148], [-6.445, 2.343, -0.177], [-2.431, -2.346, -0.480], [3.179, 0.445, 1.424], [0.770, -1.217, 4.595], [-3.727, -1.370, -2.127], [-1.063, 0.750, 1.008], [3.131, 2.409, -3.493], [-6.379, -0.156, 1.222], [-4.851, -4.101, 2.673], [5.381, -3.356, -2.574], [0.199, 2.950, -2.352], [6.859, 2.956, -1.316], [5.609, 0.933, -1.726], [5.339, 3.013, -4.007], [3.896, -2.683, -1.970], [-2.893, -4.028, -0.110], [2.425, 3.125, -2.092], [-3.966, 3.276, -0.660], [0.772, 2.878, 2.037], [-0.607, 3.995, 2.229], [5.881, 0.915, -4.251], [7.501, 0.527, 0.337], [0.836, 4.189, 3.198], [5.460, 1.924, 0.465], [-3.846, 5.621, -0.849], [-7.169, -0.991, -3.951], [7.055, 3.555, 1.360], [-5.404, -1.172, -0.604], [1.316, -0.214, 5.917], [8.316, -0.027, 1.605], [-6.584, -0.336, -1.235], [8.479, 3.003, 2.268], [2.028, -5.858, 1.804], [-0.971, -0.269, 3.068], [1.018, 1.218, 3.433], [4.904, 1.962, 2.173], [-4.339, 2.365, -2.145], [7.643, 2.813, -2.781], [-2.208, 5.026, -0.866], [-6.133, 0.157, -3.325], [3.698, -1.158, 0.891], [1.463, -8.143, 1.077], [5.389, -2.189, -1.176], [-5.085, 6.750, -1.406], [-4.390, 0.445, 0.306], [-1.893, 0.920, 3.702], [2.745, -5.984, -0.553], [-0.046, -3.355, -1.830], [-2.982, -1.163, 3.523], [2.276, -8.520, -0.491], [6.874, 1.002, 3.016], [-6.298, -2.771, -2.596], [0.055, 1.746, -1.078], [-4.722, -3.710, 1.003], [3.128, -7.787, 0.888], [6.466, -1.435, -4.456], [7.105, -1.473, -2.780], [-4.029, -2.689, -3.325], [3.019, 4.275, -3.276], [-6.938, 1.333, 3.839], [-0.368, -2.508, 0.146], [5.934, 4.370, -3.128], [-6.308, 2.880, 3.373]]
}

Result set for Kohn-Sham gap: 8.27; 9.31; 8.79 eV, one per record in the order listed.
Result set for largest force on an atom: 3.0; 3.3; 2.3 eV/Å, one per record in the order listed.
Result set for E_HOMO: -8.0; -8.8; -8.3 eV, one per record in the order listed.